Below is a structure of composition C22H48N6O8Ti at a distorted geometry, with properties calculated with ωB97M-V/def2-TZVPD.

## Properties
E_LUMO (spin up / spin down): -0.06198 / -0.06278 Eh
total energy: -72026.5159 eV
highest occupied orbital energy (spin up / spin down): -5.72 / -10.74 eV
max |F|: 1.84 eV/A

```
! RIJCOSX wB97M-V def2-TZVPD def2/J DEFGRID3
* xyz 1 4
Ti 0.06151 -0.32240 0.02456
C 3.30797 -0.19272 3.35476
C 2.53158 -0.86231 2.24146
O 1.76895 -0.18693 1.55093
N 2.70760 -2.18577 2.11275
C 2.10548 -3.05713 1.10809
H 3.52415 0.81490 3.00772
H 4.20135 -0.73634 3.65546
H 2.67052 -0.09769 4.23696
H 3.35255 -2.64705 2.72759
H 2.45027 -4.06818 1.33422
H 2.41043 -2.82055 0.09304
H 1.02648 -3.06142 1.24119
C 0.97182 4.48076 -3.84566
C 0.63312 4.01905 -2.45415
O 0.80587 4.78520 -1.51208
N 0.11338 2.79531 -2.27313
C 0.04437 1.68131 -3.22892
H 1.70198 5.28202 -3.78668
H 0.08258 4.85700 -4.35292
H 1.41315 3.70218 -4.47305
H -0.06015 2.46510 -1.33223
H -0.77901 1.87654 -3.92111
H -0.15154 0.82597 -2.58841
H 0.96058 1.52539 -3.79724
C -0.89115 0.30723 3.50563
C -0.96244 -1.08081 2.89387
O -1.09495 -1.24323 1.68094
N -0.89145 -2.11729 3.78199
C -1.18790 -3.46854 3.38037
H 0.14133 0.65172 3.60095
H -1.36777 0.27689 4.48513
H -1.37732 0.99720 2.81723
H -0.67771 -1.85952 4.72525
H -0.38418 -3.94458 2.81634
H -2.13225 -3.55077 2.84456
H -1.30277 -4.05711 4.29384
C 2.15623 -1.23254 -3.54234
C 2.63852 -0.79734 -2.17848
O 1.99461 -0.02411 -1.47096
N 3.90080 -1.14145 -1.88241
C 4.60513 -0.92289 -0.65103
H 2.21049 -0.47218 -4.31973
H 1.09348 -1.48036 -3.51607
H 2.69314 -2.12821 -3.86039
H 4.36864 -1.60098 -2.64787
H 5.58090 -0.47906 -0.84753
H 4.72875 -1.82077 -0.04436
H 4.07262 -0.19715 -0.03593
C 0.59438 -4.46342 -2.16641
C -0.32851 -3.60584 -1.33535
O 0.00796 -2.46381 -1.02060
N -1.59302 -4.04821 -1.17220
C -2.62543 -3.33055 -0.47971
H 1.62349 -4.14048 -2.05099
H 0.26497 -4.31171 -3.19835
H 0.52846 -5.53860 -1.99205
H -1.76047 -5.01967 -1.37772
H -2.68103 -3.61272 0.57636
H -3.60347 -3.53447 -0.91959
H -2.47900 -2.25355 -0.53247
C 1.46578 3.28554 2.09455
C 0.24893 3.02117 1.23423
O 0.19275 2.01253 0.53248
N -0.68962 3.97313 1.21082
C -1.81435 4.03734 0.30467
H 2.37085 2.96262 1.58694
H 1.37352 2.77042 3.04783
H 1.57537 4.36898 2.18113
H -0.57333 4.72067 1.87161
H -1.56356 3.73866 -0.70959
H -2.20222 5.05110 0.27627
H -2.60422 3.36556 0.65952
O -2.00635 0.13631 -0.86207
C -3.01690 0.77451 -0.66488
O -3.43833 1.72498 -1.48336
C -4.80245 2.04229 -1.17478
C -4.98349 1.69587 0.30858
C -4.01212 0.51957 0.45715
H -5.47294 1.48128 -1.83234
H -5.01075 3.08609 -1.40782
H -6.01123 1.43273 0.54186
H -4.68885 2.56719 0.89394
H -4.57143 -0.39305 0.24586
H -3.48311 0.46116 1.40433
*
```

---

Below is a structure of composition C3H3NO at a distorted geometry, with properties calculated with ωB97M-V/def2-TZVPD.

## Properties
E_LUMO: -0.00053 Eh
total energy: -6692.6633 eV
highest occupied orbital energy: -9.23 eV
max |F|: 6.93 eV/A

```
! RIJCOSX wB97M-V def2-TZVPD def2/J DEFGRID3
* xyz 0 1
C -0.09052 -1.05533 0.39391
C -0.81712 0.25790 0.39379
N 1.05531 1.54218 -0.65116
C 0.21374 0.71304 -0.32486
O 0.87094 -1.62204 0.86514
H 1.76034 1.31688 -1.34043
H -1.11778 -1.54180 0.44274
H -1.87493 0.38917 0.22087
*
```

---

Which of these has the highest max |F|? C3H3NO

---

Which value of total energy does entry 1 give? -72026.5159 eV

---

Repeat the second record exactly.
Below is a structure of composition C3H3NO at a distorted geometry, with properties calculated with ωB97M-V/def2-TZVPD.

## Properties
E_LUMO: -0.00053 Eh
total energy: -6692.6633 eV
highest occupied orbital energy: -9.23 eV
max |F|: 6.93 eV/A

```
! RIJCOSX wB97M-V def2-TZVPD def2/J DEFGRID3
* xyz 0 1
C -0.09052 -1.05533 0.39391
C -0.81712 0.25790 0.39379
N 1.05531 1.54218 -0.65116
C 0.21374 0.71304 -0.32486
O 0.87094 -1.62204 0.86514
H 1.76034 1.31688 -1.34043
H -1.11778 -1.54180 0.44274
H -1.87493 0.38917 0.22087
*
```

---

Among the records above, which one has the lowest total energy? C22H48N6O8Ti